[1]
Formula: C22H28CaCl2N4O6
Source: the Open Molecules 2025 dataset
Level of theory: wB97M-V/def2-TZVPD

```
63
Properties=species:S:1:pos:R:3:mulliken_charge:R:1
Ca -0.446 0.329 -0.109 2.091
C 0.004 -1.445 4.416 -0.745
O -0.825 -0.309 4.744 -0.523
C -0.304 0.882 4.514 0.288
C 0.156 1.644 5.605 -0.288
C 0.743 2.891 5.496 -0.557
C 0.688 3.521 4.257 -0.752
C 0.064 2.886 3.206 1.085
C -0.181 3.753 2.104 -0.869
N -0.623 3.227 0.966 0.565
N -1.056 4.075 0.076 -0.734
C -1.334 3.396 -1.135 0.115
O -1.082 2.161 -1.291 -0.974
C -1.651 4.241 -2.280 0.142
C -1.827 5.583 -2.032 -0.222
C -2.140 6.490 -3.094 -0.586
C -2.358 6.018 -4.357 -0.459
C -2.347 4.622 -4.584 -0.509
C -1.940 3.757 -3.576 -0.373
C -0.296 1.485 3.213 0.076
O -0.624 0.881 2.157 -0.742
H 0.971 -1.337 5.000 0.281
H 0.203 -1.512 3.375 0.261
H -0.543 -2.283 4.848 0.235
H 0.075 1.235 6.636 0.292
H 1.296 3.330 6.340 0.314
H 1.066 4.545 4.172 0.258
H 0.019 4.841 2.242 0.104
H -1.703 5.970 -1.041 0.450
H -2.106 7.527 -2.848 0.369
H -2.639 6.703 -5.088 0.421
H -2.724 4.193 -5.501 0.354
H -1.872 2.718 -3.829 0.425
C 3.040 -5.377 -0.628 -1.736
C 1.849 -4.535 -0.989 2.244
C 0.633 -5.143 -0.327 -1.636
C 1.751 -4.450 -2.497 -1.977
N 2.181 -3.160 -0.416 -0.596
N 2.144 -3.328 0.869 -0.405
H 2.823 -6.439 -0.959 0.352
H 3.198 -5.406 0.480 0.357
H 4.011 -5.104 -1.045 0.436
H -0.121 -5.459 -1.079 0.338
H 0.067 -4.482 0.302 0.264
H 0.936 -6.002 0.310 0.286
H 1.435 -5.413 -2.897 0.466
H 2.736 -4.162 -2.964 0.319
H 0.917 -3.801 -2.821 0.286
H 1.489 -1.162 -1.435 0.229
H 2.895 -2.976 1.418 0.106
H 1.472 -3.978 1.340 0.085
C 2.199 0.336 -2.508 -0.696
O 1.338 -0.170 -1.437 -0.550
H 3.274 0.472 -2.154 0.255
H 1.744 1.277 -2.908 0.208
H 2.270 -0.498 -3.196 0.293
Cl -2.809 -3.479 -2.878 -0.207
C -3.130 -2.769 -1.204 -0.090
Cl -3.524 -4.176 -0.107 -0.218
C -2.055 -1.762 -0.707 0.887
O -0.925 -2.095 -0.227 -0.573
O -2.443 -0.536 -0.802 -0.831
H -4.063 -2.238 -1.133 0.315
```

Computed properties:
charge	-2
orbital gap	0.119	Eh
max |F|	0.122	hartree/bohr
HOMO level	1.144	eV
energy above the lowest of the compared OMol25 structures with the same formula, charge and spin	58.7	kcal/mol


[2]
Formula: C22H28Cl2MgNO2S3
Source: the Open Molecules 2025 dataset
Level of theory: wB97M-V/def2-TZVPD

```
59
Properties=species:S:1:pos:R:3:mulliken_charge:R:1
Mg -0.730 -0.640 -0.827 0.486
C -0.157 1.873 -3.615 -0.521
C -0.906 2.713 -2.580 -0.923
S -0.983 2.076 -0.895 0.044
C 0.653 2.384 -0.199 -0.796
C 1.862 1.752 -0.872 -0.762
S 1.792 -0.057 -1.145 0.067
C 2.200 -0.218 -2.908 -0.967
C 1.060 -0.633 -3.848 -0.557
S -0.556 0.107 -3.536 0.079
H 0.917 1.991 -3.503 0.146
H -0.412 2.235 -4.612 0.539
H -1.949 2.827 -2.882 0.444
H -0.486 3.720 -2.576 0.467
H 0.548 2.019 0.823 0.314
H 0.821 3.462 -0.151 0.633
H 2.735 1.935 -0.245 0.565
H 2.068 2.210 -1.837 0.378
H 2.993 -0.961 -2.988 0.501
H 2.643 0.725 -3.224 0.648
H 0.881 -1.706 -3.783 0.160
H 1.366 -0.444 -4.879 0.553
Cl -2.163 -2.688 -2.434 0.025
C -3.714 -1.920 -2.063 -0.340
Cl -3.464 -0.451 -1.095 -0.016
H -4.295 -2.615 -1.468 0.380
H -4.188 -1.635 -2.994 0.429
C 2.110 -6.887 1.163 -1.585
C 1.656 -5.804 0.228 1.227
C 1.943 -5.899 -1.129 -0.903
C 1.563 -4.904 -2.013 -1.225
C 0.857 -3.815 -1.536 0.343
C 0.535 -3.719 -0.192 -1.448
N -0.196 -2.548 0.250 0.658
C -1.467 -2.779 0.902 0.651
C -2.206 -3.919 0.608 -1.109
C -3.442 -4.114 1.207 -0.835
C -3.937 -3.190 2.118 -0.705
C -3.192 -2.063 2.415 -0.842
C -1.967 -1.830 1.799 0.421
C -1.254 -0.521 2.076 0.385
O -1.318 0.004 3.164 -0.667
O -0.634 -0.035 1.036 -0.631
C 0.956 -4.691 0.718 1.561
C 0.706 -4.567 2.193 -1.806
H 2.549 -7.716 0.612 0.402
H 1.284 -7.273 1.761 0.336
H 2.862 -6.514 1.861 0.352
H 2.483 -6.764 -1.491 0.392
H 1.809 -4.982 -3.064 0.475
H 0.548 -3.029 -2.212 -0.389
H 0.400 -1.992 0.861 0.749
H -1.810 -4.660 -0.073 0.503
H -4.008 -5.007 0.974 0.452
H -4.892 -3.354 2.598 0.455
H -3.542 -1.332 3.132 0.547
H 0.361 -3.579 2.486 0.357
H 1.619 -4.780 2.749 0.541
H -0.048 -5.284 2.527 0.360
```

Computed properties:
charge	+1
orbital gap	0.339	Eh
max |F|	0.009	hartree/bohr
HOMO level	-11.429	eV
energy above the lowest of the compared OMol25 structures with the same formula, charge and spin	4.8	kcal/mol


[3]
Formula: C22H28Cl2N2OOsSSe
Source: the Open Molecules 2025 dataset
Level of theory: wB97M-V/def2-TZVPD

```
58
Properties=species:S:1:pos:R:3:lowdin_spin:R:1
Os -3.212 -1.440 -2.051 1.762
C 0.271 1.493 2.270 0.002
C -1.213 1.234 2.456 0.002
N -1.672 -0.049 1.857 0.030
C -1.958 -1.136 2.815 0.003
C -0.702 -1.863 3.264 0.001
C -1.798 -0.169 0.550 0.015
S -2.188 -1.787 -0.059 0.100
N -1.530 0.924 -0.176 0.008
C -1.705 1.092 -1.462 0.019
O -2.271 0.285 -2.308 0.037
C -1.196 2.341 -2.061 0.001
C -0.829 3.412 -1.244 0.002
C -0.381 4.592 -1.813 0.000
C -0.285 4.704 -3.194 0.004
C -0.631 3.635 -4.012 0.000
C -1.096 2.458 -3.448 0.003
H 0.550 2.394 2.818 0.000
H 0.509 1.644 1.218 0.000
H 0.868 0.666 2.656 0.000
H -1.804 2.038 2.028 0.001
H -1.455 1.166 3.514 0.000
H -2.661 -1.827 2.360 0.001
H -2.463 -0.673 3.661 0.001
H -0.194 -2.318 2.410 0.000
H -0.968 -2.654 3.967 0.000
H -0.005 -1.191 3.767 0.000
H -0.917 3.315 -0.170 0.000
H -0.112 5.429 -1.181 0.000
H 0.055 5.632 -3.636 0.000
H -0.543 3.723 -5.087 0.000
H -1.375 1.625 -4.079 0.000
C 4.727 -0.967 2.764 0.029
C 3.728 -1.081 1.660 0.150
C 3.019 -2.279 1.458 0.015
C 2.117 -2.419 0.435 0.090
C 1.390 -3.712 0.195 0.035
C 1.929 -1.292 -0.423 0.220
Se 0.805 -1.433 -1.838 1.190
C 2.623 -0.053 -0.243 0.084
C 2.409 1.108 -1.176 0.034
C 3.502 0.015 0.802 0.015
H 4.599 -1.747 3.511 0.001
H 4.674 0.010 3.245 0.005
H 5.736 -1.061 2.350 0.013
H 3.194 -3.115 2.125 0.000
H 1.420 -4.345 1.079 0.002
H 1.854 -4.267 -0.624 0.005
H 0.340 -3.547 -0.062 0.016
H 1.345 1.321 -1.329 0.013
H 2.859 0.907 -2.153 0.007
H 2.871 2.011 -0.782 0.002
H 4.044 0.939 0.974 0.000
Cl -4.596 -1.296 -4.075 0.036
C -5.421 -2.829 -3.616 -0.004
Cl -4.454 -3.411 -2.194 0.048
H -5.376 -3.546 -4.427 0.000
H -6.428 -2.607 -3.288 0.000
```

Computed properties:
charge	+2
orbital gap (spin up / spin down)	0.316 / 0.202	Eh
max |F|	0.016	hartree/bohr
HOMO level (spin up / spin down)	-14.106 / -14.143	eV
multiplicity	5
energy above the lowest of the compared OMol25 structures with the same formula, charge and spin	5.0	kcal/mol


[4]
Formula: C22H28FeN10OSSe
Source: the Open Molecules 2025 dataset
Level of theory: wB97M-V/def2-TZVPD

```
64
Properties=species:S:1:pos:R:3:lowdin_spin:R:1
Fe 0.238 0.011 0.327 0.106
C -1.652 1.391 2.113 0.000
N -0.920 0.118 2.088 0.000
C -1.740 -1.089 2.246 0.000
C -1.853 -1.786 0.934 0.000
N -1.138 -1.444 -0.104 0.003
C -1.495 -2.329 -1.125 0.001
C -1.096 -2.415 -2.457 0.017
C -1.655 -3.411 -3.233 0.001
C -2.600 -4.309 -2.714 0.001
C -3.020 -4.227 -1.402 0.000
C -2.450 -3.223 -0.629 0.000
N -2.657 -2.846 0.689 0.000
C -1.780 1.920 0.725 0.000
N -1.087 1.434 -0.270 0.003
C -1.461 2.170 -1.395 0.001
C -1.080 2.065 -2.732 0.016
C -1.650 2.945 -3.630 0.001
C -2.586 3.909 -3.228 0.001
C -2.984 4.017 -1.910 0.000
C -2.404 3.129 -1.013 0.000
N -2.584 2.943 0.351 0.000
H -2.640 1.283 2.570 0.000
H -1.090 2.101 2.725 0.000
H -0.201 0.160 2.814 0.000
H -1.257 -1.755 2.963 0.000
H -2.735 -0.851 2.633 0.000
H -0.371 -1.729 -2.870 0.022
H -1.361 -3.500 -4.270 0.000
H -3.014 -5.073 -3.358 0.000
H -3.758 -4.907 -0.999 0.000
H -3.287 -3.276 1.344 0.000
H -0.362 1.321 -3.046 0.021
H -1.374 2.886 -4.674 0.000
H -3.009 4.577 -3.966 0.000
H -3.714 4.751 -1.596 0.000
H -3.219 3.445 0.946 0.000
Se 1.482 -0.186 -1.700 0.771
C 3.342 -5.155 1.113 0.000
N 2.748 -3.936 1.626 0.001
C 2.146 -3.010 0.870 0.002
N 2.066 -3.218 -0.438 0.003
S 1.513 -1.628 1.645 0.012
H 3.730 -5.729 1.949 0.000
H 4.170 -4.942 0.434 0.000
H 2.601 -5.770 0.597 0.000
H 2.799 -3.729 2.608 0.000
H 2.482 -4.024 -0.870 0.000
H 1.682 -2.474 -1.026 0.004
C 3.747 4.380 0.949 0.000
N 2.865 3.305 1.350 0.000
C 2.799 2.756 2.684 0.000
C 1.761 1.661 2.499 0.000
O 1.274 1.033 3.422 0.000
N 1.445 1.553 1.167 0.003
C 2.101 2.556 0.541 0.004
N 1.964 2.814 -0.751 0.004
H 3.924 5.024 1.808 0.000
H 3.279 4.991 0.178 0.000
H 4.707 4.009 0.586 0.000
H 2.470 3.486 3.424 0.000
H 3.748 2.322 3.007 0.000
H 1.611 2.040 -1.327 0.004
H 2.593 3.464 -1.193 0.000
```

Computed properties:
charge	+1
orbital gap (spin up / spin down)	0.296 / 0.242	Eh
max |F|	0.008	hartree/bohr
HOMO level (spin up / spin down)	-9.833 / -9.555	eV
multiplicity	2
energy above the lowest of the compared OMol25 structures with the same formula, charge and spin	1.2	kcal/mol